Entry from OMol25: 14 unconnected molecules or ions with the total composition C16H60O14 (ωB97M-V/def2-TZVPD).

```
90
Properties=species:S:1:pos:R:3:mulliken_charge:R:1
C 3.16917 3.43558 -3.06807 -0.755
O 2.22232 2.61343 -2.40301 -0.365
H 3.61332 3.08477 -3.99961 0.317
H 2.74021 4.38615 -3.38508 0.284
H 3.97073 3.70222 -2.37922 0.292
H 2.33319 1.68372 -2.61500 0.250
C 0.54443 3.17039 3.64617 -0.702
O 0.21209 1.83314 3.29960 -0.337
H 1.16233 3.25502 4.54012 0.314
H 1.06694 3.51967 2.75562 0.242
H -0.36804 3.76508 3.60337 0.284
H 0.06239 1.30516 4.08727 0.253
C 0.66174 0.61275 0.18535 -0.494
C -0.52179 -0.25227 -0.30321 0.252
O -0.37254 -1.52828 0.31218 -0.255
H 0.45032 1.67828 0.09573 0.086
H 1.60592 0.33409 -0.28259 0.401
H 0.85993 0.40294 1.23644 -0.098
H -0.60152 -0.32361 -1.38794 0.193
H -1.43960 0.18970 0.08461 -0.312
H 0.29341 -2.04998 -0.14161 0.104
C -2.26974 -4.26799 1.66475 -0.632
C -2.67092 -4.96516 2.95534 -0.454
O -1.63038 -4.86945 3.86283 -0.535
H -2.29109 -3.18359 1.77303 0.192
H -3.04815 -4.43848 0.92104 0.290
H -1.24512 -4.48459 1.36252 0.214
H -2.98839 -6.00655 2.90226 0.353
H -3.46869 -4.33916 3.35508 0.254
H -1.57993 -3.93541 4.07875 0.312
C 3.00656 -3.63372 1.42965 -0.452
C 3.75973 -4.64957 0.51759 -0.454
O 2.92853 -5.36993 -0.34659 -0.505
H 2.16669 -4.24355 1.76255 0.248
H 2.59063 -2.80179 0.86132 -0.105
H 3.51875 -3.13280 2.25114 0.373
H 4.44426 -5.26866 1.09745 0.353
H 4.42327 -4.14623 -0.18559 0.252
H 2.40580 -6.00359 0.15024 0.302
C -3.38368 1.83360 -3.37887 -0.545
C -3.33166 3.23086 -2.69790 -0.169
O -2.31494 4.00121 -3.18043 -0.522
H -2.53477 1.31498 -2.93337 -0.066
H -3.37184 1.93451 -4.46413 0.345
H -4.27558 1.26599 -3.11347 0.260
H -3.34561 3.20197 -1.60837 0.089
H -4.31676 3.66547 -2.86760 0.349
H -1.43041 3.87817 -2.82820 0.394
C -4.61486 0.65991 2.26087 -1.365
C -3.52265 1.50126 1.73667 0.785
O -3.68882 2.80661 2.23146 -0.583
H -5.46810 1.29855 2.48935 0.373
H -4.33916 0.27344 3.24206 0.335
H -5.00347 -0.22227 1.75209 0.294
H -3.35900 1.40863 0.66301 -0.086
H -2.54449 1.29135 2.16938 0.005
H -2.93052 3.29425 1.90163 0.280
C -4.19070 -1.51486 -1.46129 -0.640
C -3.56968 -2.55685 -2.34097 -0.320
O -2.22999 -2.27897 -2.79153 -0.518
H -4.15940 -1.74645 -0.39664 0.154
H -5.26508 -1.35978 -1.56004 0.488
H -3.87816 -0.47907 -1.59381 -0.057
H -4.17905 -2.66854 -3.23779 0.351
H -3.76238 -3.54664 -1.92710 0.249
H -1.65665 -2.09423 -2.04404 0.279
C 6.19639 1.03415 -0.49090 -1.119
C 5.36034 1.09225 0.81224 -0.319
O 4.24647 0.26397 0.66146 -0.341
H 6.60839 0.02590 -0.44846 0.303
H 6.94266 1.81953 -0.37108 0.363
H 5.66063 1.33719 -1.39047 0.214
H 5.20543 2.14290 1.05769 0.282
H 5.83178 0.66322 1.69642 0.344
H 3.76278 0.20102 1.48831 0.364
O 1.41374 -2.80283 -2.31067 -0.485
H 1.14701 -3.33426 -3.06079 0.273
H 2.35531 -2.95559 -2.23101 0.238
O -1.62700 4.54011 0.79440 -0.657
H -1.24705 4.78537 -0.04923 0.302
H -1.09276 3.80430 1.09339 0.308
O 2.25829 -0.10790 -3.42193 -0.638
H 1.52373 -0.70703 -3.28891 0.299
H 3.03353 -0.62801 -3.21048 0.272
O -0.01185 4.39052 -1.72531 -0.572
H 0.82140 3.92202 -1.77460 0.247
H 0.20212 5.28816 -1.97967 0.289
O 2.97805 0.38147 3.00491 -0.618
H 3.34505 0.83105 3.76611 0.261
H 2.03609 0.54141 3.06281 0.272
```

Properties
* total energy: -1698.7813 Ha
* total charge: 0
* highest occupied orbital energy: -9.50 eV
* relative energy (zero: lowest compared OMol25 entry of this formula, charge and spin): 307.5 kJ/mol
* molar mass: 476.6 u
* HOMO-LUMO gap: 9.5 eV